{
  "formula": "C2H7NS",
  "method": "wB97M-V/def2-TZVPD",
  "max_force_ev_per_a": 2.97,
  "de_lowest_ev": 1.580,
  "spin_multiplicity": 1,
  "total_energy_ev": -14511.081,
  "elements": ["C", "C", "N", "H", "H", "H", "H", "H", "H", "S", "H"],
  "positions_angstrom": [[-1.005, 0.505, 0.368], [1.174, 1.098, -0.280], [0.314, 0.158, -0.117], [-1.245, -0.089, 1.256], [-1.751, 0.304, -0.393], [-1.041, 1.584, 0.586], [0.825, 2.140, -0.229], [2.231, 0.868, -0.510], [0.655, -1.061, -0.252], [0.557, -2.689, -0.439], [-0.713, -2.817, 0.009]],
  "forces_ev_per_a": [[-0.2740, 0.3963, -0.1387], [-0.9136, -0.8991, -0.1574], [1.8374, 2.2988, 0.3829], [0.1558, 0.1192, -0.1824], [-0.0966, -0.2566, -0.1418], [-0.0847, -0.4058, 0.1390], [0.4553, -0.2581, 0.1899], [-0.7577, 0.0255, -0.0368], [-0.7605, -1.2737, -0.0314], [0.1758, 0.0488, 0.0379], [0.2629, 0.2047, -0.0612]]
}

{
  "formula": "C6H12O",
  "method": "wB97M-V/def2-TZVPD",
  "smiles": "CCC(C=O)CC",
  "max_force_ev_per_a": 0.51,
  "de_lowest_ev": 0.368,
  "spin_multiplicity": 1,
  "total_energy_ev": -8463.986,
  "elements": ["C", "C", "C", "C", "O", "C", "C", "H", "H", "H", "H", "H", "H", "H", "H", "H", "H", "H", "H"],
  "positions_angstrom": [[-2.376, -0.939, 0.311], [-0.972, -1.055, -0.280], [-0.014, 0.042, 0.206], [-0.511, 1.389, -0.268], [-0.781, 2.329, 0.440], [1.413, -0.179, -0.320], [2.432, 0.802, 0.257], [-3.025, -1.741, -0.054], [-2.345, -1.001, 1.405], [-2.846, 0.016, 0.051], [-0.540, -2.030, -0.023], [-1.024, -1.024, -1.379], [-0.005, 0.071, 1.304], [-0.612, 1.469, -1.378], [1.405, -0.109, -1.417], [1.712, -1.208, -0.082], [3.433, 0.608, -0.142], [2.482, 0.717, 1.348], [2.173, 1.841, 0.021]],
  "forces_ev_per_a": [[-0.0526, 0.0142, 0.0278], [0.0130, -0.0335, -0.0508], [-0.0134, 0.0340, 0.0832], [-0.0414, 0.1905, 0.2117], [0.1028, -0.3857, -0.3144], [0.0088, -0.0342, -0.0557], [0.0343, 0.0426, 0.0285], [0.0971, 0.1185, 0.0492], [-0.0015, 0.0162, -0.1505], [0.0675, -0.1359, 0.0370], [-0.0387, 0.1468, -0.0371], [0.0184, 0.0042, 0.1443], [0.0055, -0.0215, -0.1289], [0.0004, 0.0250, 0.1094], [-0.0119, -0.0134, 0.1445], [-0.0616, 0.1385, -0.0340], [-0.1454, 0.0268, 0.0550], [-0.0141, 0.0143, -0.1512], [0.0329, -0.1472, 0.0320]]
}

{
  "formula": "C12H23NNiO3P2",
  "method": "wB97M-V/def2-TZVPD",
  "charge": 2,
  "max_force_ev_per_a": 2.93,
  "de_lowest_ev": 2.545,
  "spin_multiplicity": 3,
  "total_energy_ev": -80050.289,
  "elements": ["Ni", "O", "C", "O", "C", "O", "N", "C", "C", "H", "H", "H", "H", "C", "C", "H", "H", "H", "C", "P", "C", "C", "C", "P", "C", "C", "H", "H", "H", "H", "H", "H", "H", "H", "H", "H", "H", "H", "H", "H", "H", "H"],
  "positions_angstrom": [[-1.082, -0.464, 1.494], [0.490, 0.999, -1.826], [-0.035, 0.303, -2.711], [1.006, -2.390, -1.165], [0.980, -2.111, -2.351], [1.570, -2.964, -3.258], [0.383, -1.042, -3.095], [1.325, -2.515, -4.589], [0.475, -1.301, -4.495], [0.802, -3.252, -5.200], [2.248, -2.251, -5.122], [-0.550, -1.407, -4.850], [0.866, -0.418, -4.994], [-0.993, 1.036, -3.618], [-1.503, 2.241, -3.215], [-1.261, 0.780, -4.648], [-1.262, 2.612, -2.211], [-2.167, 2.921, -3.770], [-2.068, 1.458, 0.629], [-0.959, 1.533, 2.155], [-1.617, 2.615, 3.363], [0.934, 1.699, 2.111], [1.762, 0.501, 2.744], [0.861, -1.098, 2.421], [1.848, -2.602, 2.472], [-0.531, -1.073, 3.635], [-2.033, 2.430, 0.114], [-3.114, 1.358, 0.985], [-1.941, 0.653, -0.138], [-1.258, 2.159, 4.308], [-1.100, 3.513, 2.956], [-2.703, 2.534, 3.139], [1.251, 1.937, 1.062], [1.070, 2.606, 2.702], [2.736, 0.384, 2.253], [1.979, 0.622, 3.843], [1.933, -3.028, 3.494], [1.365, -3.316, 1.810], [2.839, -2.408, 2.044], [-1.193, -0.141, 3.520], [-0.197, -1.175, 4.673], [-1.154, -1.936, 3.328]],
  "forces_ev_per_a": [[0.0934, -1.6199, -0.8009], [-0.9997, -2.5683, -0.3921], [1.6833, 1.0700, 0.3567], [-0.5439, 1.4343, -1.4218], [0.6716, -0.7064, 0.1401], [-0.9043, 1.0025, 0.5934], [-0.1028, 1.1665, 2.6873], [0.6258, -0.3469, -1.4121], [-1.6090, 1.3799, -0.6305], [0.2534, -0.4095, 0.4456], [0.0610, -0.4095, 0.5349], [0.0687, -0.4859, -0.4699], [0.3739, -0.1243, -0.2255], [-1.1853, 1.8797, -0.2522], [0.6256, -1.1489, 0.4749], [0.2968, -0.6225, 0.5333], [0.0565, -0.1883, -0.4119], [0.4250, -0.8215, -0.1656], [-0.3399, 1.2185, -0.0196], [1.4101, -0.7675, -2.0564], [-0.0686, -0.4175, -0.9318], [-0.1438, 0.2661, -0.4340], [-0.4483, -0.2805, 0.2213], [-0.4084, 1.5424, -0.2849], [0.1037, -0.2644, 0.4824], [-0.2543, -0.6656, 0.4533], [0.0915, -0.4512, -0.2965], [0.5219, 0.0435, 0.1544], [0.4589, 0.4465, 0.2160], [-0.4799, 1.1067, -0.1181], [-0.8490, 0.2586, 1.3696], [0.5334, 0.7244, 0.9168], [-0.2448, -0.4171, 0.8445], [0.3561, 0.0553, -0.0130], [-0.1985, 0.3712, -0.0451], [-0.4094, 0.0062, -1.0585], [0.0093, 0.3593, -0.5904], [-0.0856, -0.1544, -0.0141], [-0.1843, 0.1009, 0.1763], [1.0536, -1.4560, 0.7656], [-0.3741, -0.0456, -0.0430], [0.0603, -0.0607, 0.7214]]
}

{
  "formula": "C4H11N2OS",
  "method": "wB97M-V/def2-TZVPD",
  "charge": 1,
  "smiles": "NC/C(O)=[NH+]\\CCS",
  "max_force_ev_per_a": 6.73,
  "de_lowest_ev": 4.353,
  "spin_multiplicity": 1,
  "total_energy_ev": -20179.320,
  "elements": ["N", "C", "C", "O", "N", "C", "C", "S", "H", "H", "H", "H", "H", "H", "H", "H", "H", "H", "H"],
  "positions_angstrom": [[1.897, -0.456, -1.058], [1.603, -0.744, 0.446], [0.444, 0.044, 0.981], [0.238, -0.030, 2.427], [-0.029, 1.269, 0.220], [-0.828, 0.994, -1.022], [-1.691, -0.293, -0.844], [-2.627, -0.263, 0.688], [1.011, -0.158, -1.437], [2.484, 0.390, -1.136], [2.616, -0.736, 0.906], [1.371, -1.817, 0.500], [1.102, -0.419, 2.650], [-0.743, 1.531, 0.916], [-0.269, 0.975, -1.946], [-1.463, 1.966, -1.057], [-0.978, -1.086, -1.039], [-2.322, -0.306, -1.724], [-1.816, -0.862, 1.527]],
  "forces_ev_per_a": [[-0.3448, 0.2914, 2.2904], [0.3732, -0.5323, -3.3352], [1.4935, 4.3471, 2.1468], [0.8548, 0.5749, -5.7559], [-0.0615, -5.6648, 3.6289], [-1.8015, 2.1308, 0.7256], [1.1790, 1.3711, -0.8633], [-1.1057, 0.1651, -0.6302], [0.1500, -0.3443, -0.5016], [-0.2117, -0.6049, 0.2797], [-0.9202, 0.7346, 0.6411], [-0.3460, 0.0697, 0.0474], [-0.2736, -0.2343, 0.8849], [0.1272, 0.9477, -0.3091], [0.4136, 0.0156, -0.0105], [0.7855, -1.7932, -0.2259], [-0.1530, -0.7535, 0.6030], [-0.6947, -0.1708, 0.1566], [0.5358, -0.5500, 0.2271]]
}